Entry 1:
One molecule with the formula C2H5NO2S, computed with ωB97M-V/def2-TZVPD.

Cartesian coordinates (Å):
C  0.0801  -0.0471  -0.0932
C  -0.0007  1.0764  1.9037
N  0.0415  -1.4331  -2.3285
O  1.2900  -0.0632  -0.0549
O  -0.6877  0.2969  0.9782
S  -1.0599  -0.5200  -1.3620
H  0.9108  0.7199  2.1347
H  -0.6953  1.3259  2.7507
H  0.1421  2.2305  1.5808
H  0.0812  -2.4542  -2.1577
H  -0.1021  -1.1321  -3.3518

The net charge is 0. The calculation puts the LUMO energy at 0.49 eV. As for the HOMO-LUMO gap: 9.935 eV. As for the electronic energy: -682.593533 a.u. The energy above the lowest of the compared OMol25 structures with the same formula, charge and spin comes out at 120.91 kJ/mol. The SMILES is COC(=O)SN. For the HOMO energy, the calculation gives -0.3470 hartree.

natural (NBO) population analysis, charges in e, atoms 1 to 5: 0.5925 -0.2594 -0.9891 -0.5726 -0.5192



Entry 2:
A 2-piece molecular cluster, C2H5NO2S overall, computed with ωB97M-V/def2-TZVPD.

Cartesian coordinates (Å):
C  -1.0252  1.7129  0.1245
C  0.1642  -0.3982  -0.2382
H  -2.3440  1.6573  0.1769
H  -0.9226  1.8138  -1.0179
H  -0.6958  2.6557  0.9233
H  0.8569  -1.0715  1.5078
H  2.0015  -2.4204  -1.5095
N  0.9196  -1.1484  0.4873
O  -0.2050  0.6712  0.6079
O  -0.1999  -0.6498  -1.3039
S  1.4505  -2.8226  0.2419

The net charge is 0. The calculation puts the LUMO energy at -0.81 eV. As for the HOMO-LUMO gap: 8.365 eV. As for the electronic energy: -682.488250 a.u. The energy above the lowest of the compared OMol25 structures with the same formula, charge and spin comes out at 397.32 kJ/mol. For the HOMO energy, the calculation gives -0.3372 hartree.

natural (NBO) population analysis, charges in e, atoms 1 to 5: -0.2814 0.8630 0.1724 0.2115 0.2090